No. 1
This record from the Open Molecules 2025 dataset describes a single C12H11O5P molecule. The level of theory is ωB97M-V with the def2-TZVPD basis set.

Each line ends with the Mulliken charge.
Element x y z (Å)
C  -1.9625  -0.7763  0.4903  -1.56
C  -1.2505  -0.8452  -0.8351  1.27
C  -1.4024  -1.9875  -1.6119  -0.74
C  -0.8113  -2.1062  -2.8598  -0.64
C  -0.0563  -1.0541  -3.3528  -0.68
C  0.1086  0.0850  -2.5863  -0.86
C  -0.4727  0.2064  -1.3287  0.93
C  -0.2557  1.5104  -0.5858  -1.03
C  0.0596  1.4105  0.8646  -0.17
C  0.9215  0.6485  1.5483  0.45
P  2.0568  -0.6173  0.8377  0.31
O  3.3388  0.3778  0.5623  -0.49
O  2.4381  -1.3894  2.2198  -0.52
C  0.7828  1.0155  2.9805  0.88
O  1.3492  0.5556  3.9269  -0.61
O  -0.1361  2.0318  3.1045  -0.33
C  -0.6717  2.2670  1.8531  0.13
O  -1.5712  3.0222  1.6642  -0.52
H  -1.2859  -1.0344  1.3090  0.28
H  -2.7837  -1.4863  0.5233  0.49
H  -2.3281  0.2300  0.6958  0.30
H  -2.0075  -2.8001  -1.2313  0.38
H  -0.9574  -3.0074  -3.4380  0.39
H  0.3896  -1.1329  -4.3345  0.40
H  0.7047  0.8922  -2.9928  0.36
H  -1.1053  2.1767  -0.7370  0.41
H  0.6031  2.0015  -1.0511  0.48
H  3.7975  0.5970  1.3837  0.34
H  2.5079  -0.7909  2.9810  0.35

Output
- Orbital gap: 8.05 eV
- SMILES string: Cc1ccccc1CC1=C(P(O)O)C(=O)OC1=O
- E: -32150.2920 eV

No. 2
This record from the Open Molecules 2025 dataset describes a 2-piece molecular cluster, H4O2 overall. The level of theory is ωB97M-V with the def2-TZVPD basis set.

Each line ends with the Mulliken charge.
Element x y z (Å)
O  -0.7864  0.4112  0.8404  -0.63
H  -1.5490  0.3169  0.3784  0.30
H  -0.6270  1.2129  1.3099  0.32
O  1.0657  -0.7891  -1.2366  -0.64
H  0.3644  -0.2694  -1.0273  0.32
H  1.5323  -0.8824  -0.2648  0.33

Output
- Orbital gap: 11.77 eV
- Relative energy (zero: lowest compared OMol25 entry of this formula, charge and spin): 0.7463 eV
- SMILES string: O.O
- E: -4159.1926 eV

No. 3
This record from the Open Molecules 2025 dataset describes a 2-piece molecular cluster, C3H11N3 overall. The level of theory is ωB97M-V with the def2-TZVPD basis set.

Each line ends with the Mulliken charge.
Element x y z (Å)
C  -1.5940  -0.3006  1.8652  -0.95
C  1.9527  0.9753  -0.8893  -0.89
C  -1.5889  0.6477  0.6099  -0.57
N  0.5901  -2.0617  -1.5709  -0.99
N  1.0507  -0.9082  -1.4060  0.67
N  0.9642  -0.1078  -0.4562  -0.38
H  -2.5222  -0.1490  2.3646  0.35
H  -1.4324  -1.3249  1.7211  0.31
H  -0.8795  0.1233  2.6077  0.25
H  1.7810  1.8418  -0.3141  0.32
H  2.9008  0.6494  -0.8464  0.41
H  1.7819  1.3570  -1.9696  0.26
H  -2.0273  1.5067  0.9460  0.40
H  -0.6542  0.8300  0.1960  0.07
H  -2.2497  0.0338  -0.1919  0.16
H  0.0177  -2.6073  -0.8032  0.27
H  1.5816  -0.6272  -2.2631  0.29

Output
- Orbital gap: 9.73 eV
- Relative energy (zero: lowest compared OMol25 entry of this formula, charge and spin): 4.7704 eV
- E: -7755.3135 eV

No. 4
This record from the Open Molecules 2025 dataset describes C2H6Se as an isolated structure. The level of theory is ωB97M-V with the def2-TZVPD basis set.

Each line ends with the Mulliken charge.
Element x y z (Å)
C  -0.5519  -0.9940  -0.8051  -1.05
C  0.5114  1.0724  0.9941  -0.85
Se  0.0646  -0.9222  1.0111  0.08
H  -0.0328  -0.4392  -1.5607  0.35
H  -0.7370  -2.0852  -0.9210  0.27
H  -1.4687  -0.5803  -1.0084  0.39
H  0.8611  1.5370  1.8810  0.33
H  1.5674  0.8550  0.1519  0.21
H  -0.2141  1.5565  0.2571  0.27

Output
- Orbital gap: 8.97 eV
- Relative energy (zero: lowest compared OMol25 entry of this formula, charge and spin): 1.2299 eV
- E: -67515.4578 eV